Record 1
DFT (wB97M-V/def2-TZVPD) results for one molecule with the formula C8H18.

Each atom is followed by the atoms it is bonded to, with distances in Å.
Geometry (Å):
1 C 1.806 -0.084 -1.032  H6 1.088, H7 1.101, C15 1.540, H25 1.097
2 H -0.100 -2.507 -0.945  C10 1.096
3 H -2.573 0.300 0.439  C26 1.100
4 C -0.375 0.416 0.524  C13 1.543, C15 1.528, C21 1.767, C26 1.563
5 H -1.884 -0.492 1.872  C26 1.088
6 H 2.565 -0.334 -0.295  C1 1.088
7 H 2.016 -0.760 -1.876  C1 1.101
8 H -0.105 -2.099 0.779  C10 1.095
9 H -1.871 -1.232 0.249  C26 1.093
10 C 0.387 -1.894 -0.178  H2 1.096, H8 1.095, C15 1.573, H23 1.091
11 H -0.433 -0.856 -2.673  C19 1.095
12 H 1.521 -0.496 1.793  C21 1.094
13 C -0.779 1.900 0.649  C4 1.543, H17 1.109, H18 1.099, H22 1.084
14 H 1.609 1.221 1.443  C21 1.101
15 C 0.369 -0.367 -0.556  C1 1.540, C4 1.528, C10 1.573, C19 1.754
16 H -1.649 0.128 -1.828  C19 1.086
17 H -1.184 2.015 1.675  C13 1.109
18 H -1.621 2.193 0.008  C13 1.099
19 C -0.585 -0.018 -1.986  H11 1.095, C15 1.754, H16 1.086, H20 1.096
20 H -0.184 0.890 -2.450  C19 1.096
21 C 0.917 0.414 1.730  C4 1.767, H12 1.094, H14 1.101, H24 1.084
22 H 0.033 2.612 0.547  C13 1.084
23 H 1.401 -2.270 -0.032  C10 1.091
24 H 0.493 0.671 2.694  C21 1.084
25 H 1.956 0.951 -1.362  C1 1.097
26 C -1.732 -0.304 0.811  H3 1.100, C4 1.563, H5 1.088, H9 1.093

Relative energy (zero: lowest compared OMol25 entry of this formula, charge and spin) (kcal per mole): 47.0
HOMO-LUMO gap (eV): 10.0
Charge: 0
SMILES: CC(C)(C)C(C)(C)C
Largest force on an atom (eV/A): 4.21

Atom charges from the Löwdin analysis, given in e for atoms 1 to 2: atom 1 (C): -0.091, atom 2 (H): 0.082

Record 2
DFT (wB97M-V/def2-TZVPD) results for one molecule with the formula C6H12OS3.

Each atom is followed by the atoms it is bonded to, with distances in Å.
Geometry (Å):
1 S 0.899 -1.076 -0.420  C20 1.784
2 H -2.300 -2.093 1.583  C21 1.161
3 C -2.582 -0.855 -0.845  H8 1.133, C10 1.437, H16 1.063, H19 1.096
4 H 0.749 1.667 -1.980  C17 1.148
5 H 2.976 0.315 1.705  C22 1.120
6 H 2.284 2.227 -1.187  C17 1.059
7 H 2.202 0.595 -1.943  C17 1.069
8 H -2.875 -1.916 -0.577  C3 1.133
9 S -1.495 1.450 0.268  C10 1.826, O12 1.426, S15 2.060
10 C -1.814 -0.348 0.259  C3 1.437, S9 1.826, C21 1.534
11 H -3.094 -0.455 1.984  C21 1.144
12 O -1.436 1.824 -1.106  S9 1.426
13 H -1.418 -0.594 2.333  C21 1.049
14 H 3.658 0.152 0.053  C22 1.061
15 S 0.403 1.535 1.062  S9 2.060, C20 1.960
16 H -3.454 -0.254 -0.931  C3 1.063
17 C 1.700 1.372 -1.408  H4 1.148, H6 1.059, H7 1.069, C20 1.534
18 H 3.257 1.705 0.667  C22 1.162
19 H -2.145 -0.793 -1.848  C3 1.096
20 C 1.601 0.537 -0.125  S1 1.784, S15 1.960, C17 1.534, C22 1.492
21 C -2.120 -0.947 1.638  H2 1.161, C10 1.534, H11 1.144, H13 1.049
22 C 2.888 0.604 0.626  H5 1.120, H14 1.061, H18 1.162, C20 1.492

Relative energy (zero: lowest compared OMol25 entry of this formula, charge and spin) (kcal per mole): 82.5
HOMO-LUMO gap (alpha / beta) (eV): 6.5 / 7.5
Charge: 0
Largest force on an atom (eV/A): 3.44

Atom charges from the Löwdin analysis, given in e for atoms 1 to 2: atom 1 (S): 0.660, atom 2 (H): 0.122